1.
Here is a molecular structure, C22H64Cu2N2O13P in a non-equilibrium geometry from OMol25. Energies are from ωB97M-V with the def2-TZVPD basis set.

```
! wB97M-V def2-TZVPD RIJCOSX def2/J DEFGRID3
* xyz -1 1
Cu 13.35 -1.50 -35.97
Cu 11.89 -2.15 -31.87
P 14.11 -2.13 -33.29
O 14.80 -3.20 -32.46
O 12.71 -2.54 -33.96
O 15.09 -1.68 -34.40
O 13.80 -1.00 -32.23
C 14.80 3.22 -34.02
C 14.49 1.80 -33.60
O 14.21 1.62 -32.28
H 15.83 3.47 -33.79
H 14.25 3.95 -33.42
H 14.69 3.36 -35.09
H 15.39 1.24 -33.85
H 13.60 1.49 -34.15
H 14.02 0.67 -32.28
C 9.80 1.27 -31.08
C 11.17 1.36 -31.57
O 11.43 0.48 -32.61
H 9.43 2.18 -30.61
H 9.64 0.44 -30.38
H 9.16 1.00 -31.92
H 11.83 1.06 -30.75
H 11.41 2.40 -31.80
H 12.34 0.18 -32.63
C 11.63 -5.93 -30.13
C 12.94 -5.35 -30.63
O 12.96 -3.95 -30.92
H 11.79 -6.96 -29.81
H 10.91 -6.04 -30.93
H 11.15 -5.51 -29.25
H 13.13 -5.74 -31.63
H 13.82 -5.50 -30.01
H 13.63 -3.83 -31.59
C 16.79 1.66 -36.77
C 17.01 0.29 -36.38
O 15.94 -0.53 -36.56
H 16.18 1.70 -37.67
H 17.62 2.34 -37.00
H 16.36 2.36 -36.06
H 17.31 0.22 -35.33
H 17.79 -0.12 -37.02
H 15.76 -0.87 -35.68
C 11.24 -6.20 -36.61
C 12.15 -5.75 -35.41
O 11.46 -4.68 -34.75
H 10.23 -6.55 -36.39
H 11.72 -7.04 -37.12
H 11.11 -5.46 -37.40
H 13.16 -5.44 -35.68
H 12.06 -6.46 -34.59
H 12.12 -4.11 -34.35
C 16.11 -5.09 -34.93
C 16.92 -5.38 -33.67
O 16.10 -5.31 -32.48
H 15.36 -5.87 -35.10
H 16.67 -5.39 -35.82
H 15.81 -4.05 -35.03
H 17.70 -4.67 -33.42
H 17.51 -6.28 -33.84
H 15.55 -4.53 -32.59
C 19.89 -1.00 -34.24
C 18.70 -1.96 -34.18
O 17.54 -1.48 -33.51
H 20.77 -1.57 -34.54
H 20.04 -0.67 -33.21
H 19.68 -0.18 -34.93
H 19.01 -2.92 -33.75
H 18.52 -2.23 -35.22
H 16.75 -1.53 -34.05
C 9.01 -0.19 -35.58
C 10.33 -0.42 -36.28
C 11.43 0.64 -36.10
O 12.54 0.45 -36.91
C 12.47 0.79 -38.30
N 10.89 -1.73 -35.91
H 8.42 0.60 -36.04
H 9.15 0.16 -34.55
H 8.45 -1.12 -35.55
H 10.07 -0.61 -37.32
H 11.68 0.69 -35.04
H 11.05 1.64 -36.28
H 12.53 1.82 -38.64
H 11.55 0.44 -38.77
H 13.35 0.32 -38.74
H 11.15 -1.77 -34.94
H 10.19 -2.45 -35.87
C 12.39 -2.79 -40.14
C 13.44 -3.29 -39.05
C 14.78 -2.47 -39.13
O 15.35 -2.52 -40.47
C 16.67 -2.08 -40.56
N 12.83 -3.18 -37.71
H 12.88 -3.09 -41.07
H 12.28 -1.71 -40.16
H 11.42 -3.27 -40.05
H 13.64 -4.31 -39.35
H 15.52 -2.94 -38.49
H 14.65 -1.40 -38.94
H 16.74 -1.18 -39.95
H 16.99 -1.85 -41.57
H 17.36 -2.79 -40.09
H 12.87 -3.93 -37.03
H 11.85 -3.12 -37.94
*
```

Summary:
M, g mol⁻¹: 722.8
Orbital gap, Ha: 0.2772
HOMO energy, hartree: -0.1927
Electronic energy, eV: -152019.3553
LUMO level, eV: 2.30

---

2.
Here is 3 unconnected molecules or ions with the total composition C36H26BClO4 in a non-equilibrium geometry from OMol25. Energies are from ωB97M-V with the def2-TZVPD basis set.

```
! wB97M-V def2-TZVPD RIJCOSX def2/J DEFGRID3
* xyz 0 1
O -0.64 -7.18 -0.72
C -0.32 -6.07 -1.11
C 0.92 -5.43 -0.61
C 1.74 -6.11 0.28
C 2.93 -5.54 0.71
C 3.30 -4.27 0.26
C 2.48 -3.58 -0.62
C 1.28 -4.15 -1.05
C 0.40 -3.39 -1.97
O 0.69 -2.26 -2.31
C -0.83 -4.04 -2.48
C -1.65 -3.36 -3.38
C -2.78 -3.97 -3.88
C -3.11 -5.27 -3.50
C -2.31 -5.95 -2.60
C -1.17 -5.34 -2.08
H 1.46 -7.10 0.63
H 3.57 -6.07 1.41
H 4.23 -3.83 0.59
H 2.77 -2.59 -0.96
H -1.40 -2.35 -3.68
H -3.42 -3.43 -4.58
H -3.99 -5.75 -3.90
H -2.57 -6.96 -2.30
O -0.39 0.77 6.00
C -0.20 1.48 5.04
C -0.05 2.95 5.21
C -0.11 3.50 6.48
C 0.07 4.87 6.66
C 0.32 5.69 5.56
C 0.36 5.14 4.28
C 0.17 3.77 4.10
C 0.21 3.21 2.73
O 0.34 3.93 1.77
C 0.07 1.74 2.56
C 0.14 1.18 1.29
C 0.05 -0.19 1.12
C -0.10 -1.02 2.23
C -0.18 -0.47 3.50
C -0.10 0.91 3.67
H -0.29 2.87 7.34
H 0.03 5.30 7.65
H 0.47 6.75 5.70
H 0.55 5.78 3.43
H 0.26 1.82 0.42
H 0.10 -0.62 0.13
H -0.16 -2.09 2.10
H -0.30 -1.12 4.36
C 2.46 1.30 -3.09
C 1.42 2.44 -2.82
C 1.76 3.87 -2.84
C 0.75 4.93 -2.61
C -0.62 4.50 -2.34
C -0.94 3.08 -2.32
C -2.44 2.62 -2.07
B -3.16 2.71 -3.52
Cl -3.25 4.25 -4.48
C 0.03 2.01 -2.57
H 3.07 1.57 -3.98
H 1.93 0.33 -3.26
H 3.07 1.20 -2.15
H 2.81 4.19 -3.06
H 1.00 6.01 -2.64
H -1.46 5.21 -2.14
H -2.43 1.55 -1.72
H -2.93 3.27 -1.31
H -3.62 1.72 -4.00
H -0.26 0.94 -2.57
*
```

Summary:
M, g mol⁻¹: 568.9
SMILES: O=C1c2ccccc2C(=O)c2ccccc21.O=C1c2ccccc2C(=O)c2ccccc21.Cc1cccc(CBCl)c1
Orbital gap, Ha: 0.2686
HOMO energy, hartree: -0.3133
Electronic energy, eV: -59143.7470
LUMO level, eV: -1.22

---

3.
Here is a molecular structure, C36H41GeHgN6O2S2 in a non-equilibrium geometry from OMol25. Energies are from ωB97M-V with the def2-TZVPD basis set.

```
! wB97M-V def2-TZVPD RIJCOSX def2/J DEFGRID3
* xyz 0 2
Hg -0.20 -0.96 -0.76
N 4.43 -2.01 -1.18
C 3.10 -1.97 -0.99
S 2.17 -1.26 -2.25
N 2.67 -2.48 0.14
N 1.37 -2.56 0.39
C 0.97 -3.16 1.47
C 1.90 -3.69 2.49
C 2.94 -4.55 2.14
C 3.84 -4.98 3.09
C 3.73 -4.55 4.40
C 2.70 -3.70 4.76
C 1.79 -3.27 3.81
C -0.47 -3.32 1.65
C -1.00 -4.15 2.63
C -2.38 -4.28 2.73
C -3.18 -3.59 1.84
C -2.57 -2.80 0.87
N -1.26 -2.68 0.78
H 4.82 -1.64 -2.02
H 5.01 -2.43 -0.48
H 3.02 -4.88 1.11
H 4.64 -5.65 2.80
H 4.44 -4.88 5.14
H 2.61 -3.36 5.78
H 1.00 -2.59 4.09
H -0.35 -4.70 3.29
H -2.81 -4.92 3.48
H -4.26 -3.65 1.89
H -3.16 -2.25 0.15
O -4.19 0.17 0.22
S -2.85 0.56 -0.15
O -1.85 0.47 0.91
N -2.24 -0.29 -1.37
C -3.02 -0.85 -2.33
C -4.29 -0.42 -2.68
C -5.02 -1.07 -3.67
C -4.51 -2.16 -4.34
C -3.23 -2.64 -4.02
C -2.64 -3.77 -4.63
C -1.38 -4.16 -4.27
C -0.70 -3.42 -3.28
N -1.22 -2.39 -2.68
C -2.46 -1.98 -3.02
C -2.87 2.27 -0.70
C -3.87 3.13 -0.28
C -3.86 4.44 -0.71
C -2.84 4.90 -1.53
C -1.85 4.03 -1.95
C -1.87 2.71 -1.55
H -4.72 0.42 -2.15
H -6.00 -0.71 -3.91
H -5.08 -2.66 -5.11
H -3.20 -4.31 -5.38
H -0.91 -5.01 -4.72
H 0.30 -3.70 -2.99
H -4.65 2.74 0.36
H -4.64 5.12 -0.40
H -2.83 5.93 -1.86
H -1.05 4.38 -2.59
H -1.13 2.01 -1.90
C 4.65 4.72 -0.70
C 3.85 3.44 -0.88
C 4.02 2.48 0.29
C 3.35 1.13 0.05
Ge 1.34 1.23 -0.23
C 0.59 2.19 1.38
C 0.48 3.70 1.25
C -0.51 4.24 2.30
C -0.50 5.77 2.39
H 4.50 5.38 -1.55
H 5.71 4.51 -0.61
H 4.33 5.25 0.20
H 4.16 2.94 -1.79
H 2.79 3.68 -0.98
H 3.61 2.93 1.20
H 5.09 2.32 0.47
H 3.52 0.48 0.91
H 3.81 0.65 -0.81
H 1.18 2.15 -1.48
H 1.23 1.93 2.23
H -0.39 1.78 1.59
H 0.11 3.97 0.26
H 1.45 4.18 1.38
H -0.25 3.83 3.28
H -1.51 3.90 2.04
H 0.48 6.12 2.70
H -1.24 6.11 3.11
H -0.73 6.20 1.42
*
```

Summary:
M, g mol⁻¹: 927.1
Orbital gap (alpha / beta), Ha: 0.2590 / 0.2172
HOMO energy (alpha / beta), hartree: -0.2630 / -0.2813
Electronic energy, eV: -133393.3258
LUMO level (alpha / beta), eV: -0.11 / -1.74
⟨S²⟩: 0.758